# 1
This record from OMol25 describes C37H57N4OPTeTi as an isolated structure. The level of theory is wB97M-V/def2-TZVPD.

Values from the calculation:
Energy relative to the best compared isomer or geometry (same formula, charge and spin) ... 55.9 kcal per mole
Molecular weight ... 780.331 g/mol
Orbital gap ... 5.215 eV
Highest occupied orbital energy ... -17.7402 eV
E ... -3195.79569 hartree
Net charge ... +4

Cartesian coordinates (Å):
Te  3.113  -0.393  -0.013
Ti  0.324  -0.857  -0.168
P  -3.601  2.293  0.845
O  0.395  1.074  0.588
N  -0.244  -1.027  1.856
N  -6.134  3.251  1.645
N  -5.306  4.043  -0.498
N  -4.342  4.890  1.545
C  -6.473  3.614  0.185
C  -3.230  3.950  1.628
C  -4.339  2.975  -0.730
C  0.575  -4.431  0.167
C  -0.225  1.966  -2.839
C  4.692  -1.200  -1.245
C  0.090  0.379  -4.743
C  6.680  -0.632  1.911
C  -0.745  -2.159  2.398
C  1.001  -1.634  -2.235
C  0.689  1.202  2.012
C  7.917  -0.253  1.402
C  5.849  -0.845  -0.348
C  -0.623  -2.455  3.736
C  -2.723  -3.981  -0.439
C  4.292  -1.377  1.520
C  -3.541  -1.688  -0.900
C  -4.717  5.203  0.167
C  0.274  -5.077  -2.276
C  8.110  -0.149  0.032
C  -1.123  -2.142  -1.460
C  0.204  -0.490  -2.484
C  0.427  -0.311  4.027
C  2.351  -4.010  -1.476
C  2.049  1.015  -3.321
C  5.650  -0.942  1.037
C  0.547  0.731  -3.309
C  -2.530  -2.763  -1.343
C  0.310  -0.098  2.669
C  -0.009  -1.519  4.561
C  -5.241  2.045  1.710
C  0.211  -2.672  -1.621
C  7.072  -0.431  -0.849
C  0.831  -4.032  -1.291
C  -5.475  4.483  2.295
C  -1.059  -0.779  -1.919
C  -2.854  -3.179  -2.796
H  0.303  1.218  -5.405
H  2.005  -1.778  -2.598
H  1.116  -3.762  0.854
H  0.825  -6.009  -2.147
H  -3.877  -3.558  -2.832
H  2.649  -3.884  -2.518
H  -5.091  1.790  2.759
H  -6.238  5.261  2.310
H  -3.837  5.530  -0.383
H  4.107  -2.447  1.409
H  2.617  0.184  -3.742
H  -3.787  -0.996  -1.707
H  0.098  2.025  2.415
H  0.621  -0.493  -5.126
H  -2.967  3.802  2.678
H  9.070  0.166  -0.355
H  -7.003  3.046  2.142
H  1.749  1.437  2.134
H  -5.776  1.217  1.240
H  7.228  -0.342  -1.917
H  -2.589  -3.754  0.620
H  4.025  -1.042  2.517
H  -0.068  2.181  -1.775
H  -7.209  4.416  0.237
H  -3.538  3.362  -1.363
H  8.728  -0.028  2.080
H  4.700  -0.724  -2.222
H  2.817  -3.236  -0.863
H  -4.471  -2.176  -0.611
H  -4.822  2.165  -1.282
H  -3.185  -1.114  -0.038
H  -6.918  2.731  -0.271
H  -0.981  0.179  -4.782
H  -1.258  -2.819  1.715
H  2.253  1.885  -3.946
H  2.754  -4.968  -1.147
H  0.108  -1.714  5.620
H  -2.193  -3.966  -3.154
H  -2.362  4.396  1.137
H  0.969  -5.433  0.344
H  4.524  -2.271  -1.332
H  0.852  0.454  4.665
H  -3.754  -4.317  -0.549
H  -1.020  -3.381  4.128
H  -2.095  -4.824  -0.708
H  0.405  -4.753  -3.309
H  6.532  -0.698  2.982
H  -0.475  -4.443  0.435
H  -0.778  -5.296  -2.114
H  0.540  1.914  0.126
H  0.109  2.841  -3.395
H  -5.212  4.204  3.315
H  -2.787  -2.331  -3.480
H  -5.441  6.018  0.171
H  -1.910  -0.120  -1.993
H  -1.299  1.867  -3.008
H  2.434  1.246  -2.323

---

# 2
This record from OMol25 describes a 13-piece molecular cluster, C37H58BN12O2 overall in a non-equilibrium geometry. The level of theory is wB97M-V/def2-TZVPD.

Values from the calculation:
Molecular weight ... 713.765 g/mol
Orbital gap ... 5.566 eV
Highest occupied orbital energy ... -4.2130 eV
E ... -2276.86362 hartree
Net charge ... -1

Cartesian coordinates (Å):
O  -2.510  -2.502  -4.191
O  -4.286  0.193  -3.056
N  -10.540  -0.281  1.978
N  9.752  0.138  6.957
N  4.519  1.582  2.497
N  9.043  -1.028  -3.947
N  5.448  -3.402  -5.116
N  -0.207  2.026  -0.805
N  3.043  3.996  -1.720
N  9.540  2.435  1.921
N  0.679  -4.876  -3.221
N  -3.347  2.473  7.179
N  0.284  2.593  3.251
N  -6.837  3.380  3.505
C  0.620  2.893  -3.141
C  -4.497  0.013  -1.718
C  2.815  3.666  0.879
C  5.542  2.078  2.653
C  -2.884  0.501  -3.366
C  -5.296  -3.742  -2.127
C  9.189  -1.945  -4.622
C  2.943  3.855  -0.584
C  9.902  2.832  0.906
C  -0.648  2.561  3.920
C  2.645  -5.432  -4.872
C  -4.433  0.596  0.700
C  -2.066  -3.866  -4.339
C  -2.072  -2.090  -2.859
C  -1.456  1.526  8.738
C  -10.740  -0.513  4.588
C  -4.001  1.590  1.854
C  10.363  3.344  -0.404
C  -5.094  -0.661  1.105
C  10.265  0.280  5.941
C  6.863  2.717  2.855
C  -5.185  -1.238  -1.327
C  10.927  0.464  4.629
C  5.088  -1.488  -3.348
C  9.358  -3.129  -5.491
C  -5.487  -1.591  0.047
C  1.534  -5.118  -3.946
C  -4.134  0.961  -0.673
C  -1.849  2.520  4.790
C  -7.970  1.551  2.009
C  5.300  -2.564  -4.343
C  -2.523  2.060  7.861
C  -10.627  -0.383  3.117
C  -7.169  -2.026  -2.690
C  -7.344  2.579  2.858
C  0.150  2.398  -1.830
C  -5.607  -2.233  -2.452
B  -1.766  -0.493  -2.696
H  -11.757  -0.797  4.857
H  -2.639  -4.424  -5.122
H  -1.887  1.575  5.325
H  3.041  4.601  1.394
H  10.096  -2.921  -6.265
H  -0.074  2.587  -3.924
H  -5.984  -2.572  0.229
H  4.027  -1.410  -3.109
H  2.256  -5.614  -5.874
H  11.174  -0.507  4.200
H  -2.750  2.620  4.186
H  -7.745  -2.333  -1.772
H  -5.789  -4.126  -1.202
H  10.262  0.995  3.948
H  -7.810  1.792  0.959
H  0.680  3.980  -3.121
H  9.660  3.051  -1.183
H  7.351  2.860  1.897
H  -4.188  -3.925  -2.128
H  -7.396  -0.941  -2.888
H  8.407  -3.378  -5.962
H  3.514  2.895  1.214
H  -0.942  -3.904  -4.479
H  9.694  -3.979  -4.898
H  5.434  -0.538  -3.751
H  11.843  1.041  4.754
H  3.340  -4.593  -4.906
H  -2.790  0.382  -4.487
H  5.643  -1.713  -2.438
H  -1.397  0.443  8.631
H  -1.674  1.771  9.777
H  -7.527  0.578  2.221
H  -5.685  -4.335  -3.006
H  -7.523  -2.577  -3.605
H  1.605  2.486  -3.358
H  -10.498  0.438  5.062
H  11.345  2.932  -0.636
H  -1.686  -0.242  -1.515
H  1.799  3.357  1.128
H  -1.812  3.334  5.509
H  -2.756  -2.489  -2.046
H  -2.901  1.773  1.683
H  -2.257  -4.378  -3.349
H  -0.497  1.963  8.461
H  3.175  -6.320  -4.530
H  -9.038  1.505  2.207
H  -10.050  -1.275  4.946
H  -0.689  -0.200  -3.170
H  -1.085  -2.617  -2.678
H  10.430  4.431  -0.373
H  -4.592  2.533  1.884
H  7.488  2.085  3.482
H  -3.612  1.906  -0.955
H  -4.048  1.006  2.816
H  -5.327  -0.926  2.157
H  -2.647  1.597  -3.179
H  6.736  3.686  3.339
H  -5.127  -2.015  -3.440

---

Which value of orbital gap does entry 2 give?
5.566 eV